No. 1
Formula: C32H46BN9OPtS3
Source: the OMol25 dataset
Level of theory: ωB97M-V with the def2-TZVPD basis set

* orbital gap (spin up / spin down): 6.5998 / 5.4910 eV
* ⟨S²⟩: 2.017
* E_tot: -85807.5177 eV
* spin multiplicity: 3
* charge: +2
* HOMO (spin up / spin down): -12.8 / -13.4 eV
* LUMO level (spin up / spin down): -6.16 / -7.91 eV

Atoms and positions in Å:
Pt  -0.15  0.68  -3.29
C  4.38  -0.91  -2.30
C  3.18  -0.93  -1.43
C  2.99  -1.86  -0.44
C  1.82  -1.82  0.34
N  0.88  -0.94  0.10
N  1.02  -0.04  -0.86
B  -0.12  0.94  -1.22
N  -1.50  0.58  -0.62
N  -1.60  0.22  0.65
C  -2.77  -0.02  1.19
C  -3.96  0.18  0.43
C  -3.88  0.58  -0.87
C  -5.07  0.85  -1.71
C  -2.58  0.73  -1.41
S  -2.41  1.07  -3.09
C  -2.89  -0.52  2.61
C  -3.89  0.34  3.39
C  -1.54  -0.47  3.32
C  -3.40  -1.97  2.54
N  0.24  2.42  -0.90
N  0.56  2.55  0.37
C  0.87  3.72  0.88
C  0.86  4.88  0.07
C  0.56  4.76  -1.26
C  0.58  5.93  -2.19
C  0.23  3.47  -1.77
S  -0.15  3.33  -3.41
C  1.24  3.72  2.34
C  0.03  3.26  3.15
C  1.68  5.11  2.83
C  2.40  2.73  2.52
C  2.14  0.01  -1.64
S  2.26  1.16  -2.89
C  1.60  -2.77  1.50
C  0.19  -3.36  1.40
C  1.76  -1.93  2.78
C  2.61  -3.92  1.55
H  4.95  -1.83  -2.17
H  5.01  -0.06  -2.04
H  4.09  -0.79  -3.35
H  3.74  -2.62  -0.27
H  -4.92  0.01  0.89
H  -5.98  0.49  -1.22
H  -4.98  0.37  -2.69
H  -5.16  1.92  -1.89
H  -3.59  1.39  3.37
H  -3.90  0.00  4.42
H  -4.90  0.26  3.00
H  -1.18  0.55  3.37
H  -0.82  -1.08  2.79
H  -1.64  -0.85  4.33
H  -4.38  -2.02  2.06
H  -3.49  -2.37  3.54
H  -2.71  -2.60  1.98
H  1.10  5.84  0.48
H  0.81  6.84  -1.65
H  -0.38  6.04  -2.69
H  1.33  5.78  -2.97
H  -0.79  3.96  3.06
H  0.30  3.18  4.20
H  -0.30  2.29  2.79
H  0.86  5.83  2.75
H  2.54  5.47  2.27
H  1.96  5.04  3.87
H  2.10  1.74  2.19
H  2.69  2.69  3.56
H  3.26  3.05  1.93
H  -0.54  -2.57  1.24
H  -0.05  -3.91  2.30
H  0.14  -4.05  0.56
H  1.19  -1.01  2.72
H  2.81  -1.66  2.92
H  1.44  -2.50  3.64
H  2.58  -4.52  0.65
H  2.36  -4.56  2.39
H  3.62  -3.56  1.70
C  2.09  -3.32  -5.16
N  1.03  -3.26  -4.17
C  0.51  -4.35  -3.59
C  -0.54  -4.26  -2.73
C  -1.08  -2.97  -2.50
N  -0.51  -1.89  -3.02
C  0.52  -2.01  -3.88
O  1.02  -1.01  -4.40
N  -2.17  -2.82  -1.74
H  2.21  -4.34  -5.50
H  3.03  -2.97  -4.72
H  1.84  -2.67  -5.99
H  0.94  -5.31  -3.86
H  -0.96  -5.14  -2.29
H  -2.67  -3.63  -1.43
H  -2.64  -1.93  -1.72

Here are the Mulliken charges for atoms 1 to 8, given in e: 2.16, -1.98, -0.06, -0.96, -0.48, -0.11, 0.80, -2.32

---

No. 2
Formula: C32H46Br33F13NO5P2
Source: the OMol25 dataset
Level of theory: ωB97M-V with the def2-TZVPD basis set

* orbital gap: 4.0641 eV
* E_tot: -2410958.3300 eV
* charge: -1
* HOMO: -3.2 eV
* LUMO level: 0.85 eV

Atoms and positions in Å:
C  -0.69  -1.15  4.76
C  -1.87  -2.01  4.22
C  -3.07  -1.27  3.58
C  -3.30  0.00  4.46
P  -3.20  -1.01  1.65
C  -2.51  0.78  1.77
C  -1.87  1.40  0.50
C  -0.88  2.51  0.87
O  -1.54  3.75  1.10
C  -1.42  4.15  2.46
C  -3.62  -0.75  -0.23
C  -4.55  0.40  -0.64
C  -5.94  -0.04  -1.05
N  -7.04  0.86  -0.75
O  -6.15  -1.07  -1.67
C  -1.51  -1.85  1.23
C  -0.09  -1.33  1.54
C  0.91  -1.75  0.44
F  0.81  -0.98  -0.68
F  0.71  -3.07  0.08
C  2.40  -1.74  1.00
F  2.61  -0.76  1.92
F  2.49  -2.93  1.68
C  3.58  -1.79  -0.06
F  3.13  -2.26  -1.27
F  4.46  -2.74  0.41
C  4.52  -0.55  -0.26
F  5.60  -1.06  -0.96
F  5.04  -0.15  0.95
C  4.07  0.71  -1.09
F  3.12  0.45  -2.01
F  5.17  1.12  -1.81
C  3.69  1.96  -0.24
F  3.18  2.88  -1.12
F  4.78  2.53  0.34
F  2.73  1.69  0.67
C  -3.96  -2.81  1.39
O  -3.88  -3.71  2.51
C  -3.79  -5.05  2.06
P  -5.44  -0.41  1.99
O  -6.38  -1.52  2.82
O  -5.94  1.17  2.38
H  -0.58  -0.20  4.24
H  0.24  -1.71  4.57
H  -0.76  -0.98  5.83
H  -1.48  -2.89  3.71
H  -2.27  -2.45  5.15
H  -3.96  -1.82  3.90
H  -4.32  0.38  4.41
H  -2.55  0.78  4.40
H  -3.21  -0.37  5.49
H  -3.24  1.50  2.13
H  -1.70  0.82  2.51
H  -2.60  1.94  -0.12
H  -1.31  0.69  -0.10
H  -0.25  2.66  -0.02
H  -0.22  2.22  1.70
H  -2.03  5.05  2.58
H  -1.79  3.35  3.11
H  -0.37  4.35  2.68
H  -4.08  -1.64  -0.66
H  -2.71  -0.64  -0.83
H  -4.57  1.28  -0.01
H  -4.16  0.81  -1.60
H  -7.10  0.94  0.26
H  -6.80  1.77  -1.13
H  -1.51  -2.87  1.63
H  -1.52  -2.09  0.16
H  0.11  -0.28  1.71
H  0.31  -1.88  2.40
H  -5.00  -2.78  1.03
H  -3.40  -3.29  0.57
H  -4.53  -5.21  1.26
H  -2.79  -5.23  1.64
H  -3.96  -5.72  2.90
H  -6.63  -1.23  3.71
H  -6.29  1.26  3.27
C  6.90  2.24  -3.79
Br  6.05  3.75  -4.63
Br  7.80  1.12  -5.07
Br  8.08  2.78  -2.37
H  6.12  1.65  -3.34
C  -0.14  0.74  -4.39
Br  0.62  1.52  -2.80
Br  1.22  0.12  -5.62
Br  -1.41  -0.63  -3.99
H  -0.67  1.53  -4.91
C  8.21  6.92  -3.97
Br  9.05  6.94  -5.70
Br  9.46  6.54  -2.57
Br  7.23  8.54  -3.63
H  7.49  6.11  -3.98
C  -7.96  -2.33  -4.19
Br  -9.21  -3.70  -3.68
Br  -6.67  -2.99  -5.46
Br  -8.87  -0.77  -4.87
H  -7.42  -2.02  -3.30
C  -8.76  -4.23  4.41
Br  -6.88  -4.23  4.04
Br  -9.29  -2.62  5.34
Br  -9.80  -4.50  2.81
H  -8.97  -5.06  5.07
C  8.15  2.30  1.24
Br  7.63  1.21  2.75
Br  7.47  4.08  1.40
Br  10.05  2.28  0.93
H  7.70  1.85  0.37
C  5.20  5.50  5.00
Br  5.49  6.75  3.56
Br  3.33  5.20  5.32
Br  6.15  3.85  4.70
H  5.61  5.95  5.89
C  3.70  10.30  -3.94
Br  4.13  11.05  -2.21
Br  1.81  9.99  -4.13
Br  4.39  11.39  -5.37
H  4.19  9.34  -4.00
C  -7.30  -7.34  1.16
Br  -6.00  -6.61  -0.05
Br  -8.48  -8.58  0.28
Br  -6.48  -8.13  2.71
H  -7.91  -6.51  1.50
C  6.26  -2.10  -4.68
Br  4.52  -1.33  -5.03
Br  6.14  -3.71  -3.63
Br  7.24  -2.39  -6.31
H  6.81  -1.37  -4.10
C  7.96  -5.83  -7.99
Br  7.82  -5.22  -9.81
Br  6.52  -7.02  -7.53
Br  9.68  -6.62  -7.64
H  7.87  -4.96  -7.35

Here are the Mulliken charges for atoms 1 to 8, given in e: -1.35, -1.25, 0.59, -2.20, 2.88, -1.25, -0.14, -1.09

---

Among the records above, which one has the highest charge? C32H46BN9OPtS3